Below is C18H23F9N7O2Pt as an isolated structure, with properties calculated with ωB97M-V with the def2-TZVPD basis set.

Frontier orbital gap   8.64 eV
Energy   -61268.022 eV
Energy above the lowest of the compared OMol25 structures with the same formula, charge and spin   10.44 kcal per mole
Net charge   +1

Geometry (Å):
Pt1 0.33897 0.56755 -1.19116
N1 2.38180 0.40827 -1.04135
C1 3.13239 1.47983 -0.34539
C2 2.86964 2.84213 -0.95282
C3 1.48536 3.36929 -0.63725
N2 0.40544 2.60592 -1.29993
H1 2.56724 -0.45552 -0.54627
H2 2.76284 0.27313 -1.97605
H3 4.19693 1.24417 -0.38554
H4 2.82130 1.46022 0.70047
H5 3.03321 2.81653 -2.03554
H6 3.60138 3.54398 -0.55011
H7 1.39934 4.41410 -0.93959
H8 1.29832 3.31761 0.43421
H9 0.38460 2.84263 -2.28898
H10 -0.48862 2.90535 -0.88408
C4 -4.97171 -0.48235 -2.49141
N3 -3.85672 0.17399 -1.83833
C5 -3.97235 1.30327 -0.94449
C6 -2.51710 1.63163 -0.67332
O1 -2.13934 2.56837 -0.00299
N4 -1.72753 0.71432 -1.34043
C7 -2.56633 -0.08651 -2.05168
N5 -2.13192 -0.99085 -2.90572
H11 -5.87553 -0.27042 -1.92607
H12 -4.83091 -1.56354 -2.49301
H13 -5.10702 -0.12881 -3.51497
H14 -4.49186 1.04967 -0.01884
H15 -4.46748 2.15806 -1.40849
H16 -1.17638 -1.31609 -2.74353
H17 -2.78130 -1.61318 -3.35556
N6 -0.56634 -1.11964 3.40941
C8 -0.71194 -0.77199 2.10227
N7 -0.13482 0.35160 1.79211
C9 0.43475 0.79678 2.98235
C10 1.16572 1.95187 3.26048
C11 1.62780 2.13699 4.54724
C12 1.37103 1.19696 5.55769
C13 0.64122 0.05279 5.30799
C14 0.18142 -0.12376 4.00717
H18 -0.91046 -1.95988 3.83961
H19 -1.24697 -1.39756 1.40668
H20 1.34615 2.69255 2.49340
H21 2.19254 3.02695 4.79060
H22 1.74887 1.37799 6.55470
H23 0.43844 -0.66705 6.08967
F1 3.09490 -2.32948 -0.95698
C15 2.01298 -2.78902 -0.28693
F2 2.29700 -4.01993 0.11824
F3 1.87313 -2.00474 0.78781
C16 0.73337 -2.72362 -1.18114
O2 0.12410 -1.51635 -1.23927
C17 -0.28086 -3.77233 -0.60091
F4 0.03114 -5.02516 -0.92053
F5 -0.33163 -3.68470 0.73779
F6 -1.51765 -3.53070 -1.05275
C18 1.12860 -3.15374 -2.63097
F7 0.01248 -3.41198 -3.33566
F8 1.75348 -2.14197 -3.24742
F9 1.91490 -4.22361 -2.68445